# 1
{
  "formula": "CH5N3",
  "method": "ωB97M-V with the def2-TZVPD basis set",
  "smiles": "[H]/N=C\\NN",
  "lumo_energy_ev": 0.481,
  "de_lowest_kj_mol": 388.8,
  "homo_ev": -9.26,
  "total_charge": 0,
  "symbols": ["N", "N", "N", "C", "H", "H", "H", "H", "H"],
  "coordinates": [[-1.361567, -0.534140, 0.155411], [1.615152, -0.530549, -0.018916], [-0.520451, 0.571696, -0.346395], [0.738355, 0.505390, 0.204199], [-1.959137, -0.153404, 0.976871], [-1.010701, 1.497697, -0.037717], [-1.700067, -1.127148, -0.783176], [1.106713, -1.452228, -0.146718], [1.001119, 1.653695, 0.234852]],
  "forces_ev_per_angstrom": [[-0.532, -0.569, -2.314], [-3.277, 3.087, 2.303], [-3.702, 0.693, 2.754], [4.282, -1.154, -3.667], [0.656, -1.507, -2.675], [1.235, -2.118, -0.995], [0.151, 2.424, 3.989], [0.252, 1.599, -0.038], [0.936, -2.455, 0.642]],
  "lowdin_charge": [-0.080, 0.029, -0.167, -0.329, 0.105, 0.133, 0.153, 0.031, 0.125]
}

***

# 2
{
  "formula": "CH5N3",
  "method": "ωB97M-V with the def2-TZVPD basis set",
  "smiles": "N=C(N)N",
  "lumo_energy_ev": 0.858,
  "de_lowest_kj_mol": 26.9,
  "homo_ev": -9.16,
  "total_charge": 0,
  "symbols": ["N", "N", "N", "C", "H", "H", "H", "H", "H"],
  "coordinates": [[-0.819908, 1.075652, 0.212544], [0.558574, -0.756284, 0.697824], [0.247650, -0.000178, -1.535930], [0.037880, 0.063369, -0.282764], [0.468666, -0.443277, 1.649256], [0.883466, -0.760755, -1.756390], [1.433369, -1.204325, 0.475828], [-1.303716, 0.766872, 1.049041], [-1.505977, 1.258930, -0.509407]],
  "forces_ev_per_angstrom": [[0.000, -0.908, -0.116], [0.056, -0.127, 0.004], [0.040, -0.172, 0.108], [-0.342, 0.671, -0.024], [0.172, 0.035, 0.007], [0.047, 0.028, -0.066], [-0.093, 0.019, 0.096], [0.028, 0.146, -0.034], [0.090, 0.307, 0.025]],
  "lowdin_charge": [0.085, 0.106, 0.087, -0.638, 0.082, 0.029, 0.091, 0.075, 0.082]
}

***

# 3
{
  "formula": "CH5N3",
  "method": "ωB97M-V with the def2-TZVPD basis set",
  "lumo_energy_ev": 0.557,
  "de_lowest_kj_mol": 319.1,
  "homo_ev": -8.85,
  "total_charge": 0,
  "symbols": ["N", "N", "N", "C", "H", "H", "H", "H", "H"],
  "coordinates": [[0.006680, -0.189817, -1.285024], [0.331132, 0.093552, 1.866050], [-0.572898, -0.821963, -0.543140], [0.739353, 0.379353, -2.092759], [0.302683, -0.297271, 2.769909], [1.113829, -0.176729, -3.056618], [1.244642, -0.008588, 1.459912], [0.986138, 1.324723, -1.913302], [-0.327518, -0.180658, 1.165408]],
  "forces_ev_per_angstrom": [[-1.785, -2.798, 2.451], [0.776, 1.518, -0.799], [-0.545, 0.140, -0.820], [2.108, -2.384, -5.312], [-0.431, -0.715, 0.685], [-0.996, 1.093, 2.233], [0.275, -0.092, 0.128], [1.019, 3.745, 0.578], [-0.421, -0.508, 0.858]],
  "lowdin_charge": [-0.205, 0.019, 0.187, -0.051, -0.011, 0.124, -0.003, 0.015, -0.075]
}

***

# 4
{
  "formula": "CH5N3O",
  "method": "ωB97M-V with the def2-TZVPD basis set",
  "lumo_energy_ev": -0.036,
  "de_lowest_kj_mol": 536.5,
  "homo_ev": -9.04,
  "total_charge": 0,
  "symbols": ["O", "N", "N", "N", "C", "H", "H", "H", "H", "H"],
  "coordinates": [[0.453692, 1.707820, 0.422186], [-0.666081, 1.025101, 0.732244], [-1.050169, -1.290461, 0.380458], [0.413795, -0.176131, -1.173697], [-0.451972, -0.144847, -0.001648], [-0.860417, -1.963046, -0.341784], [-0.830227, 0.871571, 1.662547], [0.222830, -1.480496, -1.499949], [1.078124, 1.192112, 0.881163], [1.690425, 0.258377, -1.061519]],
  "forces_ev_per_angstrom": [[1.099, 3.750, 0.603], [-0.783, -1.833, -4.952], [0.688, 4.041, -0.519], [2.171, -2.452, -0.073], [-1.473, -5.409, 0.427], [0.113, -0.712, 0.030], [-0.444, -0.372, 2.895], [1.687, 5.426, 1.119], [2.322, -0.285, 0.734], [-5.380, -2.154, -0.264]],
  "lowdin_charge": [-0.058, -0.021, 0.059, -0.027, -0.543, -0.025, 0.100, 0.220, 0.063, 0.231]
}

***

# 5
{
  "formula": "CH5N3O",
  "method": "ωB97M-V with the def2-TZVPD basis set",
  "lumo_energy_ev": -0.002,
  "de_lowest_kj_mol": 447.1,
  "homo_ev": -9.28,
  "total_charge": 0,
  "symbols": ["O", "N", "N", "N", "C", "H", "H", "H", "H", "H"],
  "coordinates": [[-0.168179, 1.046445, 1.521289], [-0.738178, 0.131791, 0.557151], [1.373933, 0.129862, -0.339308], [-0.570005, -1.056039, -1.159734], [0.123347, -0.193483, -0.461388], [2.019220, -0.184293, -1.002601], [-0.930643, -0.690297, 1.141556], [-1.667079, -0.763320, -1.740815], [0.830122, 1.118440, 1.261186], [-0.106531, -1.130492, -2.468073]],
  "forces_ev_per_angstrom": [[1.590, -0.064, -0.951], [-0.309, 1.985, 3.193], [-2.483, 0.477, 0.753], [-3.666, -2.821, -12.199], [3.182, 1.784, 2.471], [0.693, -0.521, -1.556], [-0.140, 0.234, -0.672], [4.127, -0.455, 3.464], [-2.081, -0.537, 0.260], [-0.914, -0.083, 5.238]],
  "lowdin_charge": [-0.112, -0.050, 0.127, 0.018, -0.695, 0.021, 0.140, 0.215, 0.098, 0.238]
}

***

# 6
{
  "formula": "CH5N3O2S",
  "method": "ωB97M-V with the def2-TZVPD basis set",
  "lumo_energy_ev": [-2.190, -1.443],
  "de_lowest_kj_mol": 394.7,
  "homo_ev": [-10.31, -9.76],
  "total_charge": 0,
  "symbols": ["S", "O", "O", "N", "N", "N", "C", "H", "H", "H", "H", "H"],
  "coordinates": [[1.711123, 0.119322, 0.066091], [2.000696, 1.510236, 0.099917], [2.841639, -0.750132, -0.159646], [-1.368179, 0.938290, -0.044686], [-0.608288, -1.025372, 1.123037], [0.317310, -0.375375, -1.006902], [-0.742776, -0.409648, -0.140107], [-0.808101, 1.508796, -0.788815], [-1.314408, 1.335836, 0.886328], [-1.071098, -0.402449, 1.788662], [-1.495393, -1.084506, -0.645438], [0.537479, -1.365002, -1.178441]],
  "forces_ev_per_angstrom": [[0.641, -1.483, 0.615], [-0.646, 1.241, -0.359], [-0.762, -0.263, -0.332], [1.869, 0.432, -2.544], [1.262, -0.097, 0.255], [3.180, -0.820, -0.782], [-4.791, 1.319, 1.251], [-1.685, -0.717, 2.194], [0.326, 0.178, -0.266], [-0.149, -0.367, 0.172], [0.283, 0.280, 0.150], [0.471, 0.297, -0.353]],
  "lowdin_charge": [0.808, -0.324, -0.335, 0.038, 0.156, -0.087, -0.741, 0.115, 0.055, 0.047, 0.165, 0.103]
}

***

# 7
{
  "formula": "CH5N3O3S",
  "method": "ωB97M-V with the def2-TZVPD basis set",
  "smiles": "N=S(=O)(O)O.N=C=N",
  "lumo_energy_ev": -0.084,
  "de_lowest_kj_mol": 185.9,
  "homo_ev": -9.40,
  "total_charge": 0,
  "symbols": ["S", "O", "O", "O", "N", "N", "N", "C", "H", "H", "H", "H", "H"],
  "coordinates": [[0.650198, -0.602356, 0.635584], [1.363372, -1.793252, 1.498132], [1.322720, 0.586177, 1.075790], [-0.803325, -0.604332, 1.298057], [0.204108, 1.992963, -1.912098], [0.573441, -0.947509, -0.855625], [-1.635011, 1.780004, -0.446842], [-0.671412, 1.675502, -1.153036], [1.067742, -2.593397, 1.048196], [0.056279, -1.923266, -0.972279], [0.923742, 1.463043, -2.170873], [-0.585635, -0.381323, 2.224706], [-2.466218, 1.347747, -0.269711]],
  "forces_ev_per_angstrom": [[1.009, 0.183, -0.557], [-0.723, 0.637, -0.561], [-0.484, -0.898, -0.762], [0.682, -0.291, 0.333], [-2.095, 2.241, 0.135], [-1.256, -2.136, 1.304], [1.842, 0.957, 0.849], [-1.299, 0.971, -0.248], [0.235, -0.496, 0.192], [1.260, 2.681, 0.253], [3.504, -2.518, -1.004], [-0.632, 0.033, -0.028], [-2.045, -1.364, 0.091]],
  "lowdin_charge": [0.562, -0.167, -0.261, -0.174, 0.181, -0.190, 0.187, -0.440, 0.073, 0.094, 0.000, 0.101, 0.035]
}

***

# 8
{
  "formula": "CH5N3PdSSbSe4",
  "method": "ωB97M-V with the def2-TZVPD basis set",
  "lumo_energy_ev": [-5.893, -5.891],
  "de_lowest_kj_mol": 76.2,
  "homo_ev": [-11.68, -11.68],
  "total_charge": 1,
  "symbols": ["Sb", "Pd", "Se", "Se", "Se", "Se", "S", "N", "N", "N", "C", "H", "H", "H", "H", "H"],
  "coordinates": [[-1.991689, -2.127458, 2.885950], [-0.570036, -0.325559, 0.480159], [-0.450021, -0.240453, 2.944550], [-1.407119, -4.221285, 3.938315], [-2.373988, -1.938946, 0.481527], [-3.812452, -2.498475, 4.412732], [-0.555150, -0.316364, -1.833269], [1.016237, 1.085802, 0.293859], [1.067428, 1.151561, -3.290711], [1.340824, 1.392505, -1.038756], [0.687720, 0.809205, -2.062198], [2.086304, 2.053528, -1.198915], [1.830238, 0.694153, 0.762509], [1.801585, 1.814391, -3.476424], [0.599209, 0.733180, -4.077238], [0.730911, 1.934214, 0.777909]],
  "forces_ev_per_angstrom": [[0.618, 1.034, -1.302], [0.007, 0.011, -0.006], [0.009, 0.045, 0.057], [-1.537, 0.344, 0.818], [-0.007, -0.042, -0.013], [0.913, -1.407, 0.438], [-0.006, 0.005, -0.042], [0.015, 0.033, 0.040], [-0.013, -0.001, -0.002], [-0.020, -0.011, -0.038], [0.014, -0.024, 0.049], [0.002, 0.004, 0.017], [0.002, -0.004, -0.003], [0.000, 0.000, 0.000], [-0.001, 0.003, -0.002], [0.006, 0.008, -0.010]],
  "lowdin_charge": [-0.227, 0.067, 0.067, 0.233, 0.097, 0.240, 0.669, -0.070, 0.127, -0.046, -0.798, 0.166, 0.116, 0.127, 0.117, 0.116]
}

***

# 9
{
  "formula": "CH5N3S",
  "method": "ωB97M-V with the def2-TZVPD basis set",
  "smiles": "NNNC=S",
  "lumo_energy_ev": 0.818,
  "de_lowest_kj_mol": 247.1,
  "homo_ev": -8.35,
  "total_charge": 0,
  "symbols": ["S", "N", "N", "N", "C", "H", "H", "H", "H", "H"],
  "coordinates": [[1.243897, -2.619233, 0.139786], [-1.014083, 0.786426, 0.318684], [-0.362940, 1.494497, -0.658505], [-0.383907, -0.643084, 0.504541], [0.746511, -1.090863, 0.054467], [-0.876703, -1.350184, 1.081542], [0.562508, 1.493640, -0.666062], [-0.782551, 1.161369, 1.202363], [1.415608, -0.377678, -0.450565], [-0.548341, 1.145110, -1.526251]],
  "forces_ev_per_angstrom": [[0.493, -1.528, 0.270], [0.837, -2.947, -0.383], [-3.757, 1.229, 1.482], [-2.064, 0.865, 1.063], [1.380, 1.202, -1.158], [-0.260, 1.053, -0.675], [5.324, 0.239, 1.127], [0.214, 0.919, 0.964], [-0.467, 0.045, 0.111], [-1.700, -1.079, -2.802]],
  "lowdin_charge": [0.579, -0.029, 0.021, -0.058, -0.858, 0.128, 0.012, 0.089, 0.057, 0.060]
}

***

# 10
{
  "formula": "CH5N4",
  "method": "ωB97M-V with the def2-TZVPD basis set",
  "smiles": "N1NC12N[NH2+]2",
  "lumo_energy_ev": -4.024,
  "de_lowest_kj_mol": 363.0,
  "homo_ev": -15.63,
  "total_charge": 1,
  "symbols": ["N", "N", "N", "N", "C", "H", "H", "H", "H", "H"],
  "coordinates": [[-0.096977, -1.170864, 1.116656], [0.745438, 0.277361, -1.016333], [0.713141, 1.127352, 0.226985], [-1.266004, -0.535996, 0.485760], [0.004768, -0.036003, 0.304089], [-1.832850, -0.280723, 1.283830], [0.180164, -1.926020, 0.523596], [1.666603, 0.093118, -1.451409], [-0.019087, 0.457080, -1.647941], [-0.095196, 1.994695, 0.174767]],
  "forces_ev_per_angstrom": [[1.807, 0.532, -0.327], [-1.572, 0.544, 0.340], [-2.511, 3.429, -0.051], [-0.542, -0.502, -1.154], [0.130, -1.396, 1.883], [-0.167, 1.102, -0.182], [0.029, -1.322, -0.104], [-0.438, -0.153, 0.895], [0.136, 0.343, -0.889], [3.128, -2.578, -0.411]],
  "lowdin_charge": [0.152, 0.208, 0.175, 0.138, -0.538, 0.137, 0.113, 0.201, 0.162, 0.252]
}

***

Q: Which formula does entry 3 have?
A: CH5N3

***

Repeat the seventh record exactly.
{
  "formula": "CH5N3O3S",
  "method": "ωB97M-V with the def2-TZVPD basis set",
  "smiles": "N=S(=O)(O)O.N=C=N",
  "lumo_energy_ev": -0.084,
  "de_lowest_kj_mol": 185.9,
  "homo_ev": -9.40,
  "total_charge": 0,
  "symbols": ["S", "O", "O", "O", "N", "N", "N", "C", "H", "H", "H", "H", "H"],
  "coordinates": [[0.650198, -0.602356, 0.635584], [1.363372, -1.793252, 1.498132], [1.322720, 0.586177, 1.075790], [-0.803325, -0.604332, 1.298057], [0.204108, 1.992963, -1.912098], [0.573441, -0.947509, -0.855625], [-1.635011, 1.780004, -0.446842], [-0.671412, 1.675502, -1.153036], [1.067742, -2.593397, 1.048196], [0.056279, -1.923266, -0.972279], [0.923742, 1.463043, -2.170873], [-0.585635, -0.381323, 2.224706], [-2.466218, 1.347747, -0.269711]],
  "forces_ev_per_angstrom": [[1.009, 0.183, -0.557], [-0.723, 0.637, -0.561], [-0.484, -0.898, -0.762], [0.682, -0.291, 0.333], [-2.095, 2.241, 0.135], [-1.256, -2.136, 1.304], [1.842, 0.957, 0.849], [-1.299, 0.971, -0.248], [0.235, -0.496, 0.192], [1.260, 2.681, 0.253], [3.504, -2.518, -1.004], [-0.632, 0.033, -0.028], [-2.045, -1.364, 0.091]],
  "lowdin_charge": [0.562, -0.167, -0.261, -0.174, 0.181, -0.190, 0.187, -0.440, 0.073, 0.094, 0.000, 0.101, 0.035]
}